Entry 1:
DFT (wB97M-V/def2-TZVPD) results for a structure of composition C21H28NORu at a distorted geometry.

Structure (XYZ):
```
52
Properties=species:S:1:pos:R:3:forces:R:3
Ru 0.22552 0.31578 0.70366 -1.0 -0.5 -1.8
C -1.63409 0.53555 1.98044 -0.4 -0.5 1.3
C -1.86690 -0.71256 1.31023 -0.1 -0.2 0.5
C -0.86844 -1.64064 1.74229 -0.4 0.3 0.8
H -2.67148 -0.91507 0.59487 0.5 0.2 0.3
C -0.00173 -0.96185 2.65794 -0.6 -0.7 0.7
C -0.48733 0.38087 2.82650 -1.1 -0.8 0.7
H -0.07920 1.14057 3.49282 -0.1 -0.3 -0.3
H -2.23086 1.43982 1.87772 0.2 -0.5 0.0
H -0.79316 -2.68421 1.43106 0.1 0.5 0.0
H 0.85422 -1.40276 3.17905 -0.3 0.2 -0.3
C 1.15239 2.24312 -0.28275 1.2 0.5 0.2
C 1.10687 2.36127 1.15575 1.0 1.1 -0.7
C 1.98100 1.38511 1.70604 1.2 0.2 -0.6
H 0.52544 3.09276 1.70870 0.3 -0.4 -0.1
C 2.54094 0.62363 0.61645 0.5 0.5 0.3
C 2.01572 1.15134 -0.61160 0.3 1.0 0.4
H 2.23350 0.80308 -1.62250 -0.1 0.0 0.5
H 0.58175 2.84387 -0.99921 0.3 -0.4 0.5
H 2.19315 1.22567 2.76381 -0.1 0.0 -0.4
H 3.29400 -0.16331 0.72306 -0.5 0.3 -0.1
O 0.79518 -1.54692 -0.63908 -0.6 -1.8 -1.3
C 1.77764 -2.67614 -0.67271 -0.5 0.5 -0.4
C 0.78949 -3.54517 -1.49300 0.4 0.1 0.5
C 2.11837 -3.16265 0.70487 0.4 -0.2 0.5
C 2.98877 -2.24616 -1.47128 0.7 -0.2 -0.1
C -0.09431 -2.32679 -1.56473 0.1 1.1 0.5
H 0.35629 -4.35614 -0.90050 0.1 0.0 -0.2
H 1.17504 -3.89785 -2.44532 0.0 -0.2 0.0
H -0.12314 -1.79462 -2.53414 -0.1 -0.5 0.4
H -1.11122 -2.40925 -1.13168 0.6 0.0 -0.3
H 2.77898 -4.04510 0.63034 -0.2 0.3 0.0
H 1.21827 -3.44705 1.26685 0.3 0.0 -0.2
H 2.65956 -2.38282 1.27380 -0.3 -0.3 -0.2
H 3.44941 -3.12962 -1.94768 -0.1 0.3 0.2
H 3.75090 -1.78077 -0.81999 -0.3 -0.1 -0.3
H 2.71053 -1.52784 -2.25669 0.0 -0.3 0.2
C -1.52992 3.92534 0.92183 0.4 1.1 0.8
C -1.88633 2.94183 -0.05899 -3.4 -1.1 -4.2
C -2.94196 3.25618 -0.98139 0.3 2.0 1.7
C -3.13030 2.21344 -1.83120 -0.4 -1.5 -1.3
C -2.20562 1.22528 -1.46872 -1.3 3.5 0.6
C -2.14004 -0.04529 -2.15973 2.0 -0.6 1.6
N -1.46653 1.69952 -0.41109 0.4 -1.4 -0.5
H -2.26011 4.74246 0.88193 -0.1 -0.2 0.0
H -0.59154 4.39569 0.65790 0.6 0.2 0.5
H -1.56610 3.53394 1.92695 0.5 0.0 0.6
H -3.50297 4.19626 -0.97793 0.2 -0.2 0.1
H -3.85610 2.10463 -2.65582 0.4 0.2 0.5
H -1.85992 0.10900 -3.19424 0.0 -0.4 -0.3
H -1.30552 -0.49758 -1.57048 -0.9 -0.3 -1.0
H -3.06812 -0.58784 -2.03241 -0.1 -0.5 -0.2
```
Positions in Å, forces in eV/Å.

- M (g/mol) = 411.53
- total energy (eV) = -28342.73320
- strongest force on any atom (Eh/bohr) = 0.1068
- total charge = -2
- spin multiplicity = 6
- HOMO-LUMO gap (alpha / beta) (eV) = 2.339 / 6.242
- HOMO (alpha / beta) (eV) = 2.920 / -1.037
- <S²> = 8.773

---

Entry 2:
DFT (wB97M-V/def2-TZVPD) results for a structure of composition C21H29BClN7OTl.

Structure (XYZ):
```
61
Properties=species:S:1:pos:R:3:forces:R:3
Tl 0.70780 0.57679 -1.56776 0.1 -0.1 -0.2
C -1.26653 3.93665 -0.85908 0.0 0.0 0.0
C -0.98135 3.27936 0.45362 0.0 0.0 0.0
C -1.36621 3.68073 1.74642 0.0 0.0 0.0
C -0.87893 2.69554 2.58142 0.0 0.0 0.0
C -0.99067 2.59833 4.06833 0.0 0.0 0.0
N -0.24722 1.78345 1.81012 -0.1 -0.1 0.0
N -0.31083 2.14149 0.50735 0.0 0.1 0.2
B 0.39501 0.45281 2.25758 0.1 0.1 0.0
N 1.88408 0.37987 1.85433 -0.1 -0.1 0.0
N 2.29675 0.19315 0.57464 0.0 0.0 0.0
C 3.62100 0.12294 0.59972 0.1 0.0 -0.1
C 4.43943 -0.04849 -0.63772 0.0 0.0 0.0
C 4.08161 0.25448 1.92033 0.0 0.0 0.0
C 2.94638 0.41703 2.68497 0.1 0.0 0.0
C 2.85339 0.60542 4.16459 0.0 0.0 0.0
N -0.40727 -0.76972 1.75627 0.0 0.0 0.1
N -0.84486 -0.92484 0.48079 -0.1 0.0 0.0
C -1.60655 -2.00972 0.47624 -0.1 0.0 0.0
C -2.32599 -2.48755 -0.74241 0.1 0.0 -0.1
C -1.65886 -2.58102 1.75864 0.0 0.0 0.0
C -0.87980 -1.76113 2.54491 0.0 0.0 0.0
C -0.57428 -1.90194 4.00107 0.0 0.0 0.0
H -1.17962 5.02163 -0.78416 0.0 0.0 0.0
H -0.56803 3.58374 -1.61743 0.0 0.0 0.0
H -2.27574 3.70352 -1.20573 0.0 0.0 0.0
H -1.91982 4.56010 2.03464 0.0 0.0 0.0
H -1.51280 3.47740 4.44564 0.0 0.0 0.0
H -1.54675 1.71058 4.37382 0.0 0.0 0.0
H -0.01119 2.54894 4.54563 0.0 0.0 0.0
H 0.35024 0.42578 3.45344 0.0 0.0 0.0
H 3.83435 -0.32363 -1.50269 0.0 0.0 0.0
H 4.96574 0.87766 -0.88041 0.0 0.0 0.0
H 5.19261 -0.82475 -0.48915 0.0 0.0 0.0
H 5.10326 0.23800 2.26491 0.0 0.0 0.0
H 3.86002 0.65039 4.57941 0.0 0.0 0.0
H 2.33295 1.52859 4.42251 0.0 0.0 0.0
H 2.31793 -0.21425 4.64640 0.0 0.0 0.0
H -2.58791 -1.65867 -1.39806 0.0 0.0 0.0
H -1.72450 -3.19151 -1.32023 0.0 0.0 0.0
H -3.24263 -3.00070 -0.44776 0.0 0.0 0.0
H -2.18603 -3.47048 2.06480 0.0 0.0 0.0
H -1.03974 -2.81490 4.37215 0.0 0.0 0.0
H 0.49996 -1.96782 4.18159 0.0 0.0 0.0
H -0.95268 -1.06043 4.58305 0.0 0.0 0.0
O -2.87180 0.53762 -3.09619 0.0 0.1 0.0
C -2.31032 0.44118 -4.38885 0.0 0.0 0.0
C -1.55304 -0.84767 -4.59583 -0.1 0.0 0.0
C -1.66441 -1.59502 -5.75912 0.0 0.0 0.0
C -0.90440 -2.74779 -5.87938 0.0 0.0 0.0
C -0.06777 -3.11153 -4.83937 0.0 0.0 -0.1
C -0.03070 -2.30502 -3.71222 -0.1 -0.1 0.1
N -0.76549 -1.20633 -3.58648 -0.1 -0.1 0.0
H -2.17245 0.32959 -2.46069 0.0 0.0 0.0
H -1.62457 1.27583 -4.58453 0.0 0.0 0.0
H -3.13663 0.51259 -5.09673 0.0 0.0 0.0
H -2.33703 -1.28049 -6.54701 0.0 0.0 0.0
H -0.96796 -3.35626 -6.77326 0.0 0.0 0.0
H 0.56349 -3.98694 -4.90010 0.0 0.0 0.0
H 0.60583 -2.55714 -2.87213 0.0 0.1 -0.1
Cl 2.64156 -0.53544 -3.66486 0.0 0.0 0.0
```
Positions in Å, forces in eV/Å.

- M (g/mol) = 646.16
- total energy (eV) = -52624.17138
- strongest force on any atom (Eh/bohr) = 0.0054
- total charge = -1
- spin multiplicity = 1
- HOMO-LUMO gap (eV) = 7.311
- HOMO (eV) = -4.656

---

Entry 3:
DFT (wB97M-V/def2-TZVPD) results for a structure of composition C21H29Cl4N5O3SSiV.

Structure (XYZ):
```
65
Properties=species:S:1:pos:R:3:forces:R:3
V -2.03896 -3.10703 0.41931 0.1 0.0 0.0
N -0.83250 -3.78661 2.84537 0.0 0.0 0.0
C -1.14271 -5.23593 2.68479 0.0 0.0 -0.1
C -1.98514 -5.12881 1.42838 0.1 0.1 0.1
O -3.11934 -4.57996 1.56592 -0.1 0.0 0.1
O -1.37876 -5.14125 0.32572 0.1 -0.2 -0.1
H 0.07382 -3.65153 3.27433 0.0 0.0 0.0
H -1.52585 -3.35882 3.44793 0.0 0.0 0.0
H -1.67373 -5.65966 3.53563 0.0 0.0 0.0
H -0.22470 -5.78257 2.48758 0.0 0.0 0.0
S -4.67106 0.10573 2.42644 0.0 0.0 0.0
C -3.44558 0.91229 1.54647 0.0 0.0 0.0
C -2.62250 0.00582 0.96895 0.0 0.0 0.0
N -2.94071 -1.30503 1.22903 0.1 -0.1 0.0
C -4.00665 -1.39290 1.98100 0.0 0.0 0.0
H -3.40554 1.98610 1.47239 0.0 0.0 0.0
H -1.79426 0.22738 0.31611 0.0 0.0 0.0
H -4.43732 -2.34396 2.26069 0.0 0.0 0.0
Cl -5.60764 -2.88824 -1.19551 0.1 0.0 0.0
Si -3.53116 -2.84762 -1.57194 -0.2 0.0 -0.2
Cl -3.31995 -0.88635 -2.44097 0.0 0.0 0.0
Cl -3.32568 -4.04883 -3.29206 0.0 0.1 0.1
C 2.97558 2.90240 1.17607 0.0 0.0 0.0
C 2.40653 1.51424 0.84282 0.0 0.0 0.0
C 2.78389 0.59358 2.01407 0.0 0.0 0.0
C 0.88087 1.66909 0.79384 0.0 0.0 0.0
C 3.06021 0.96925 -0.47680 0.1 0.0 0.1
O 4.48823 0.97017 -0.25698 0.0 0.0 0.0
C 2.85597 1.80558 -1.76287 0.0 0.0 0.0
C 1.61916 1.69891 -2.66922 0.0 0.0 0.0
C 0.37392 2.42300 -2.23082 0.0 0.0 0.0
C 0.39559 3.78423 -1.93805 0.0 0.0 0.0
C -0.73916 4.43968 -1.48756 0.0 0.0 0.0
C -1.91839 3.72395 -1.34768 0.0 0.0 0.0
Cl -3.34063 4.52866 -0.74997 0.0 0.0 0.0
C -1.98325 2.38306 -1.68313 0.0 0.0 0.0
C -0.83282 1.74222 -2.12031 0.0 0.0 0.0
C 2.89478 -0.55316 -0.71408 0.0 0.0 0.0
N 1.57003 -1.14350 -0.86383 0.0 -0.1 0.1
C 0.71205 -1.56964 0.06450 0.0 0.0 0.0
N -0.33527 -2.13032 -0.51249 -0.1 0.0 0.1
C -0.04924 -2.04571 -1.84328 0.1 0.0 0.0
N 1.09890 -1.46914 -2.08934 -0.1 0.0 -0.1
H 2.49030 3.27095 2.08133 0.0 0.0 0.0
H 2.77556 3.63264 0.39178 0.0 0.0 0.0
H 4.04742 2.87226 1.37704 0.0 0.0 0.0
H 2.48393 1.06505 2.95121 0.0 0.0 0.0
H 3.85828 0.41856 2.04697 0.0 0.0 0.0
H 2.28330 -0.37488 1.97457 0.0 0.0 0.0
H 0.49739 1.73685 1.81483 0.0 0.0 0.0
H 0.37422 0.84409 0.30265 0.0 0.0 0.0
H 0.58831 2.57849 0.27389 0.0 0.0 0.0
H 4.81643 1.86471 -0.39279 0.0 0.0 0.0
H 3.70617 1.51726 -2.38715 0.0 0.0 0.0
H 3.02673 2.85443 -1.50686 0.0 0.0 0.0
H 1.38033 0.65725 -2.86896 0.0 0.0 0.0
H 1.92808 2.11477 -3.63333 0.0 0.0 0.0
H 1.31668 4.34578 -2.04851 0.0 0.0 0.0
H -0.71621 5.49330 -1.24559 0.0 0.0 0.0
H -2.91711 1.84230 -1.60727 0.0 0.0 0.0
H -0.88821 0.68901 -2.37445 0.0 0.0 0.0
H 3.39506 -1.06237 0.10687 0.0 0.0 0.0
H 3.43179 -0.80170 -1.62655 0.0 0.0 0.0
H 0.85890 -1.46139 1.12471 0.0 0.0 0.0
H -0.69840 -2.42616 -2.61481 0.0 0.0 0.0
```
Positions in Å, forces in eV/Å.

- M (g/mol) = 652.40
- total energy (eV) = -130337.31050
- strongest force on any atom (Eh/bohr) = 0.0055
- spin multiplicity = 4
- HOMO-LUMO gap (alpha / beta) (eV) = 7.675 / 7.860
- HOMO (alpha / beta) (eV) = -7.790 / -7.980
- energy relative to the best compared isomer or geometry (same formula, charge and spin) (eV) = 0.562
- <S²> = 3.762